The following is a DFT calculation (ωB97M-V with the def2-TZVPD basis set) of C24H37F5N6O4OsS as an isolated structure.

The geometry in XYZ format:
```
78
Properties=species:S:1:pos:R:3
Os -1.165 0.121 -0.146
C -0.639 -2.962 0.943
N -1.319 -2.512 2.135
C -1.454 -3.463 3.241
C -2.102 -2.626 4.340
N -2.150 -1.278 3.759
C -2.969 -0.288 4.452
C -1.620 -1.274 2.531
N -1.410 -0.150 1.793
C -1.325 1.139 2.537
C -0.353 2.085 1.855
N -0.693 2.156 0.428
C -0.253 3.207 -0.292
N -0.909 3.632 -1.378
C -2.160 3.154 -1.906
C -0.226 4.744 -2.027
C 0.872 5.091 -1.022
N 0.820 3.981 -0.065
C 1.867 3.919 0.949
H -0.861 -4.021 0.822
H 0.435 -2.805 1.017
H -1.042 -2.465 0.059
H -0.467 -3.834 3.519
H -2.074 -4.303 2.929
H -1.525 -2.613 5.265
H -3.117 -2.953 4.565
H -3.681 -0.840 5.063
H -3.540 0.313 3.750
H -2.376 0.347 5.107
H -0.946 0.944 3.538
H -2.313 1.591 2.594
H 0.666 1.733 2.014
H -0.467 3.062 2.328
H -2.638 2.499 -1.186
H -2.015 2.619 -2.846
H -2.825 4.000 -2.079
H -0.927 5.564 -2.182
H 0.166 4.438 -2.999
H 0.694 6.039 -0.510
H 1.858 5.126 -1.481
H 2.682 4.543 0.592
H 2.250 2.912 1.061
H 1.536 4.323 1.906
C 6.115 -3.665 -2.405
C 5.062 -2.890 -1.674
C 5.158 -1.510 -1.520
C 4.202 -0.799 -0.811
C 3.131 -1.480 -0.254
C 3.012 -2.858 -0.391
C 3.971 -3.552 -1.101
S 1.935 -0.580 0.653
O 2.456 0.727 0.946
O 1.413 -1.369 1.737
O 0.783 -0.406 -0.389
H 6.839 -3.005 -2.878
H 5.669 -4.295 -3.175
H 6.654 -4.320 -1.719
H 6.003 -0.984 -1.944
H 4.294 0.269 -0.674
H 2.204 -3.392 0.092
H 3.894 -4.628 -1.193
F -3.494 -1.507 0.313
C -3.242 -0.388 -0.430
F -3.466 -0.742 -1.727
C -4.366 0.613 -0.049
F -5.497 -0.018 0.224
F -4.587 1.469 -1.045
F -4.001 1.318 1.041
C -0.382 -1.815 -3.049
C -0.759 -0.392 -3.175
C -0.836 0.243 -4.516
O -1.024 0.313 -2.186
H 0.424 -2.039 -3.750
H -1.247 -2.408 -3.369
H -0.086 -2.078 -2.037
H -0.795 -0.489 -5.318
H 0.020 0.918 -4.613
H -1.743 0.843 -4.590
```

Computed properties:
Kohn-Sham gap (alpha / beta) ... 8.5 / 5.9 eV
Charge ... +2
F_max ... 0.75 eV/A
LUMO energy (alpha / beta) ... -5.4 / -8.0 eV
ΔE to the lowest compared entry with this formula, charge and spin ... 5.46 kcal per mole
HOMO energy (alpha / beta) ... -13.89 / -13.92 eV
Multiplicity ... 5
Calculated total energy ... -69493.98990 eV

The following is a DFT calculation (ωB97M-V with the def2-TZVPD basis set) of C24H37FN2O2 in the gas phase.

The geometry in XYZ format:
```
66
Properties=species:S:1:pos:R:3
C -0.603 -4.188 -0.671
C -0.109 -2.988 -1.426
C 1.219 -2.573 -1.391
C 1.652 -1.453 -2.093
C 3.105 -1.071 -2.156
O 3.657 -0.942 -3.240
N 3.778 -0.959 -0.974
C 5.213 -0.723 -1.023
C 3.143 -0.703 0.300
C 3.053 0.778 0.634
C 2.256 1.559 -0.394
C 2.025 3.001 0.008
C 1.117 3.735 -0.981
C -0.286 3.982 -0.463
N -1.018 2.787 -0.062
C -1.531 1.907 -0.963
O -1.295 2.011 -2.158
C -2.463 0.802 -0.476
C -2.685 0.485 1.005
C -4.125 0.006 1.212
C -4.425 -0.315 2.670
C -3.433 -1.326 3.234
C -1.996 -0.873 3.009
C -1.705 -0.572 1.540
C -0.244 -0.190 1.349
C 0.742 -0.726 -2.852
C -0.591 -1.108 -2.897
C -0.981 -2.223 -2.187
F -2.289 -2.589 -2.217
H -1.287 -3.892 0.129
H -1.151 -4.867 -1.325
H 0.230 -4.731 -0.228
H 1.934 -3.155 -0.818
H 5.590 -1.020 -1.996
H 5.458 0.331 -0.870
H 5.702 -1.312 -0.245
H 2.143 -1.135 0.301
H 3.725 -1.219 1.066
H 2.582 0.876 1.618
H 4.057 1.201 0.732
H 2.774 1.552 -1.358
H 1.295 1.069 -0.566
H 1.587 3.035 1.013
H 2.994 3.501 0.082
H 1.526 4.716 -1.235
H 1.055 3.173 -1.915
H -0.238 4.626 0.418
H -0.859 4.508 -1.231
H -1.191 2.637 0.914
H -3.424 1.073 -0.924
H -2.151 -0.107 -1.001
H -2.575 1.386 1.626
H -4.818 0.767 0.844
H -4.290 -0.887 0.596
H -4.376 0.609 3.259
H -5.445 -0.693 2.766
H -3.617 -1.484 4.299
H -3.584 -2.294 2.742
H -1.797 0.029 3.602
H -1.300 -1.636 3.368
H -1.896 -1.492 0.965
H -0.007 0.746 1.866
H 0.406 -0.967 1.758
H 0.011 -0.069 0.295
H 1.075 0.134 -3.418
H -1.316 -0.538 -3.463
```

Computed properties:
Kohn-Sham gap ... 9.6 eV
Charge ... 0
SMILES ... Cc1cc(C(=O)N(C)CCCCCCNC(=O)C[C@H]2CCCC[C@@H]2C)ccc1F
F_max ... 0.36 eV/A
LUMO energy ... 0.6 eV
ΔE to the lowest compared entry with this formula, charge and spin ... 5.36 kcal per mole
HOMO energy ... -8.96 eV
Calculated total energy ... -35283.39687 eV

- ΔE to the lowest compared entry with this formula, charge and spin of number 2 (C24H37FN2O2)?
  5.36 kcal per mole